1.
Below is a structure of composition C21H24BN7PdS, with properties calculated with wB97M-V/def2-TZVPD.

Atoms and positions in Å:
Pd -0.124600 -0.097500 -0.091900
B 2.629800 -0.014500 2.646000
N 1.185300 -0.021100 3.022800
C 0.785900 -0.015100 4.324600
C -0.581600 -0.041100 4.359000
C -0.961600 -0.063100 3.002800
N 0.112300 -0.046000 2.222300
N 2.967700 -0.011200 1.187600
C 4.256200 0.001300 0.755700
C 4.258700 -0.013000 -0.615000
C 2.898200 -0.036300 -0.962000
N 2.144500 -0.031600 0.131400
H 3.177100 0.904700 3.189900
H 3.178400 -0.940700 3.178600
H 1.496500 0.009300 5.126200
H -1.225200 -0.042900 5.213500
H -1.954100 -0.088000 2.590500
H 5.077700 0.019900 1.442800
H 5.097400 -0.007000 -1.279500
H 2.459000 -0.061800 -1.943000
S -0.022900 1.875100 -4.235900
C -0.026800 0.173300 -4.548600
C -0.058500 -0.581000 -3.411000
C -0.092300 0.188800 -2.228700
C -0.057300 1.566600 -2.534100
C -0.037500 2.603300 -1.539000
C -0.013400 3.968800 -1.855300
C -0.005600 4.896700 -0.831400
C -0.011900 4.451400 0.485300
C -0.027400 3.082400 0.722800
N -0.042200 2.191500 -0.254200
H -0.011400 -0.168200 -5.568100
H -0.076400 -1.658000 -3.427000
H -0.003700 4.276000 -2.891000
H 0.001800 5.953700 -1.048400
H -0.002600 5.145300 1.310100
H -0.031700 2.695900 1.734800
C -5.414100 -1.181600 -0.948700
C -4.928200 -0.017800 -0.074600
C -3.506500 0.025300 0.009600
N -2.359300 0.048300 0.093700
H -6.500200 -1.205100 -0.940100
H -5.049900 -2.132600 -0.570100
H -5.081300 -1.060000 -1.975800
H -5.328400 -0.115900 0.940300
H -5.281000 0.934000 -0.484400
C -1.108300 -5.375700 -0.996600
C -0.025600 -4.908700 -0.013800
C -0.008300 -3.487100 0.064700
N -0.026700 -2.338800 0.111700
H -1.135800 -6.460700 -1.012200
H -0.895600 -5.023100 -2.002300
H -2.086900 -5.011900 -0.694700
H 0.960800 -5.254900 -0.337100
H -0.217000 -5.309900 0.986400

Atomic forces in eV per Å
Pd 2.393 1.566 1.624
B 1.610 -0.074 1.923
N -1.022 0.033 0.710
C 0.156 -0.006 -1.086
C -0.558 -0.013 -0.975
C -0.519 0.035 1.054
N -0.377 0.004 -0.989
N 0.138 0.019 -0.337
C -1.282 0.025 -0.058
C -1.164 -0.045 -0.438
C 0.834 -0.038 -1.243
N -1.358 -0.059 -0.891
H -0.118 0.547 -0.232
H -0.117 -0.512 -0.225
H 0.269 -0.001 0.017
H -0.109 -0.009 0.175
H -0.017 -0.008 -0.052
H -0.031 0.003 0.362
H 0.127 -0.001 -0.144
H -0.029 0.027 -0.039
S 0.038 -1.242 0.667
C 0.000 0.795 0.351
C -0.147 -0.963 0.459
C -0.008 2.230 -0.004
C -0.106 -1.212 0.379
C 0.015 0.390 -0.378
C -0.015 -0.468 0.422
C -0.008 -0.188 0.139
C 0.008 -0.399 -0.323
C 0.005 0.167 1.246
N -0.138 -1.822 -0.921
H 0.008 -0.132 -0.075
H 0.021 -0.122 -0.078
H -0.006 -0.012 -0.024
H 0.022 0.090 -0.041
H 0.004 -0.068 0.137
H 0.017 -0.062 -0.001
C 0.035 -0.088 -0.077
C -1.188 -0.039 -0.040
C 1.682 0.135 0.189
N 0.908 -0.302 -0.687
H -0.017 0.039 0.015
H 0.008 -0.066 0.031
H 0.012 -0.005 -0.065
H 0.099 0.108 -0.055
H 0.090 -0.015 0.129
C -0.054 -0.005 -0.047
C -0.070 -1.143 -0.057
C 0.122 1.748 0.207
N -0.204 1.046 -0.693
H 0.023 -0.051 0.011
H 0.001 0.004 -0.067
H -0.067 -0.007 0.013
H -0.028 0.081 0.129
H 0.115 0.084 -0.044

Summary:
HOMO level (alpha / beta) (Eh): -0.4832 / -0.4832
Charge: +2
Energy (eV): -47570.351

---

2.
Below is a structure of composition C21H24DyNO3, with properties calculated with wB97M-V/def2-TZVPD.

Atoms and positions in Å:
Dy 0.716433 -0.631686 -0.128172
C 0.659523 -0.590507 3.433839
O 1.391628 -0.734678 2.174477
C 2.643261 -0.011618 2.285967
C 3.540861 -0.547410 1.211602
O 2.956121 -0.196277 -0.083656
C 3.608393 -1.004136 -1.135426
C 2.805939 -0.784423 -2.402024
O 1.412946 -1.195132 -2.182492
C 0.471655 -1.351512 -3.258747
H 1.060827 -1.236782 4.239474
H -0.402908 -0.854973 3.243789
H 0.720229 0.461520 3.723562
H 3.096799 -0.163284 3.289555
H 2.436110 1.053886 2.096694
H 3.624379 -1.655099 1.222842
H 4.523722 -0.049311 1.218717
H 3.633486 -2.073023 -0.838115
H 4.654878 -0.599870 -1.237656
H 3.306731 -1.412760 -3.173892
H 2.889594 0.295594 -2.593228
H 0.344648 -0.366113 -3.760122
H -0.443693 -1.740570 -2.801430
H 0.836265 -2.058982 -3.970131
C -2.306024 -4.083487 0.132371
C -3.467243 -3.313469 0.051150
C -3.390351 -1.932000 0.065501
C -2.163739 -1.261460 0.205272
C -1.010804 -2.075493 0.309191
C -1.071728 -3.454192 0.310852
C -2.143471 0.181885 0.169513
C -3.343399 0.936103 0.331511
C -3.358417 2.290406 0.146228
C -2.203881 3.031542 -0.127913
C -2.151489 4.423513 -0.185459
C -0.954124 5.085814 -0.231251
C 0.263493 4.371403 -0.480333
C 0.238857 2.965527 -0.472377
C -0.978637 2.265426 -0.256940
N -0.980400 0.844746 -0.127599
H -2.342643 -5.194111 0.136738
H -4.426954 -3.839603 -0.043819
H -4.277024 -1.385761 -0.120284
H -0.149357 -4.011004 0.421017
H -4.291424 0.416956 0.658090
H -4.328055 2.804534 0.197323
H -3.119116 4.919647 -0.196241
H -0.911151 6.170281 -0.187376
H 1.213998 4.886844 -0.594200
H 1.165279 2.403102 -0.686397

Atomic forces in eV per Å
Dy -1.574 -0.205 1.197
C -1.019 -0.180 -0.088
O 0.367 0.322 0.654
C 0.089 -0.251 0.011
C 0.693 0.195 -0.414
O 0.987 -1.205 -0.083
C 0.185 0.489 0.281
C 0.662 -0.348 -0.388
O 1.528 0.138 0.532
C -0.057 1.154 -0.469
H 0.030 0.274 -0.705
H 0.789 0.085 0.050
H -0.084 -0.139 0.106
H -0.295 0.134 -0.644
H 0.213 -0.137 0.351
H 0.130 0.667 0.395
H -0.205 -0.439 0.332
H -0.006 0.565 -0.036
H -0.999 -0.585 -0.170
H -0.684 0.621 0.144
H -0.429 -0.345 -0.590
H -0.224 -0.694 0.334
H 0.080 0.249 -0.140
H 0.304 -0.560 -0.434
C 0.272 -0.886 0.665
C 0.078 -0.746 -0.167
C 0.397 -0.219 -0.027
C -0.418 -2.249 -0.120
C 1.184 1.214 0.084
C -0.783 0.012 -0.363
C 0.303 2.329 -0.620
C -0.743 -0.712 0.548
C -1.203 -0.203 -0.075
C 2.098 -1.629 -0.210
C -0.336 0.297 0.039
C 0.988 -0.010 -0.834
C -0.995 -1.248 0.832
C -0.107 0.477 -0.309
C -0.516 -0.266 0.457
N -1.339 1.437 0.067
H -0.171 0.936 -0.111
H 0.410 0.490 -0.042
H -0.812 0.388 0.041
H -0.132 -0.281 -0.059
H 1.345 0.726 -0.566
H 0.483 -0.112 0.162
H 0.314 0.314 0.301
H -0.109 -0.171 -0.074
H -0.288 0.001 -0.058
H -0.398 0.304 0.212

Summary:
HOMO level (alpha / beta) (Eh): -0.5195 / -0.5194
Charge: +2
Energy (eV): -53867.790
2S+1: 6
<S²>: 9.330

---

3.
Below is the molecule C21H24N2O6S, with properties calculated with wB97M-V/def2-TZVPD.

Atoms and positions in Å:
C 4.780764 0.244106 -2.097993
C 3.697441 -0.715646 -1.656892
O 3.906240 -1.685406 -0.965628
N 2.471201 -0.358082 -2.147936
C 1.224048 -0.890506 -1.849057
C 1.051767 -2.008062 -1.031880
C -0.224687 -2.410228 -0.687964
C -1.319554 -1.729414 -1.182107
C -1.166496 -0.668388 -2.054598
C 0.104070 -0.245759 -2.382993
H 0.235169 0.604356 -3.035732
H -2.033168 -0.173119 -2.459249
S -2.952358 -2.159733 -0.631402
O -2.874802 -3.263827 0.282736
O -3.849408 -2.234124 -1.747521
N -3.349635 -0.806079 0.298584
H -3.516131 -1.087705 1.251975
C -4.317004 0.132175 -0.223829
H -5.335324 -0.110123 0.103560
C -3.983878 1.569484 0.199219
C -2.689852 2.041068 -0.428689
O -2.497144 2.157490 -1.608486
O -1.787299 2.330945 0.512843
C -0.539189 2.891710 0.108399
C -0.112761 3.889380 1.187068
H 0.824452 4.359529 0.903085
H -0.875589 4.654832 1.304371
H 0.016433 3.370421 2.133925
C 0.624112 1.910183 -0.073568
O 1.454942 2.174941 -0.921245
C 0.804509 0.771377 0.839500
C 2.121281 0.354602 1.070290
C 2.389456 -0.746732 1.849834
C 1.351411 -1.485005 2.412941
C 0.044832 -1.062096 2.197876
C -0.233326 0.052035 1.430129
H -1.260028 0.324730 1.261000
H -0.773109 -1.626945 2.620746
C 1.643342 -2.700099 3.232328
H 1.907931 -2.409535 4.249703
H 2.483822 -3.248674 2.813634
H 0.776805 -3.354405 3.279974
H 3.411871 -1.057318 2.002946
H 2.927176 0.919944 0.626869
H -0.682054 3.400443 -0.854495
H -3.901358 1.638419 1.283723
H -4.783087 2.225064 -0.149977
H -4.283255 0.043826 -1.310721
H -0.390628 -3.249201 -0.031887
H 1.915133 -2.526177 -0.650832
H 2.429807 0.520117 -2.649113
H 4.882458 0.216755 -3.180865
H 4.525622 1.258123 -1.797507
H 5.725009 -0.043647 -1.645101

Atomic forces in eV per Å
C 0.121 -0.151 0.157
C 0.201 0.328 -0.285
O 0.064 -0.237 0.180
N -0.114 0.236 -0.316
C -0.321 -0.351 0.128
C 0.131 -0.038 -0.056
C -0.135 -0.058 -0.076
C -0.512 -0.357 0.111
C 0.070 0.056 -0.125
C -0.039 -0.098 0.039
H 0.001 0.111 -0.063
H -0.062 0.148 -0.104
S 0.070 0.238 0.364
O 0.249 0.163 0.108
O 0.174 0.314 -0.056
N 0.257 -0.697 -0.282
H 0.042 -0.215 0.144
C -0.313 0.466 -0.281
H 0.115 0.015 -0.118
C 0.068 -0.327 -0.146
C -0.377 -0.054 -0.067
O -0.008 -0.048 -0.118
O 0.238 0.061 0.501
C 0.350 0.697 -0.487
C -0.229 -0.255 -0.155
H 0.076 0.027 -0.026
H -0.045 0.055 0.005
H 0.038 -0.001 0.123
C -0.369 0.128 -0.288
O -0.075 0.224 0.137
C 0.306 -0.449 0.326
C -0.152 0.157 -0.005
C -0.085 -0.019 0.032
C -0.109 0.148 -0.050
C 0.181 -0.038 0.089
C 0.034 0.241 -0.042
H 0.011 -0.011 -0.002
H -0.100 -0.114 0.041
C 0.024 0.010 0.076
H 0.019 -0.057 0.074
H 0.049 -0.097 0.008
H -0.030 -0.092 0.033
H 0.123 -0.056 -0.003
H 0.069 0.034 -0.069
H 0.104 -0.191 0.241
H -0.086 0.053 -0.017
H 0.027 0.047 0.042
H -0.187 0.155 0.062
H 0.078 -0.107 0.112
H -0.007 -0.006 0.024
H 0.101 -0.131 0.171
H 0.008 0.038 -0.098
H -0.018 0.127 -0.006
H -0.025 -0.024 0.009

Summary:
HOMO level (Eh): -0.3179
SMILES string: CC(=O)Nc1ccc(S(=O)(=O)NCCC(=O)O[C@@H](C)C(=O)c2ccc(C)cc2)cc1
Energy (eV): -48268.134

---

- Which value of energy does entry 2 give?
  -53867.790 eV